[1]
85
Properties=species:S:1:pos:R:3:lowdin_charge:R:1 method="wB97M-V/def2-TZVPD" charge=0 homo_ev=-7.55 e_above_lowest_ev=0.071
Ga 0.59642 0.14396 1.18714 0.38
C -4.45982 -0.41721 -1.03914 -0.01
N -3.19230 0.15099 -0.61110 -0.09
C -2.91559 1.48844 -1.12786 0.01
C -2.30201 -0.48085 0.14432 -0.35
O -1.25456 0.09384 0.48051 0.01
C -2.61552 -1.86772 0.67232 -0.11
O -1.44351 -2.50076 1.11304 -0.13
C -1.00711 -3.58584 0.32387 -0.15
C -0.61624 -3.17117 -1.10059 -0.42
O -1.01957 -2.10485 -1.55664 0.05
N 0.11410 -4.04606 -1.81681 -0.14
C 0.53016 -3.71125 -3.16860 -0.03
C 0.69941 -5.25483 -1.26751 -0.03
H -4.39730 -0.72849 -2.08407 0.10
H -5.23212 0.34648 -0.94827 0.10
H -4.75436 -1.25983 -0.42329 0.08
H -3.19290 1.51968 -2.18180 0.09
H -1.85822 1.71312 -1.03152 0.09
H -3.49822 2.22924 -0.57629 0.10
H -3.12376 -2.45662 -0.08890 0.12
H -3.28580 -1.74851 1.53249 0.15
H -1.79255 -4.35156 0.26092 0.14
H -0.15643 -4.00394 0.85297 0.09
H 0.17202 -2.71946 -3.42001 0.07
H 0.12472 -4.43847 -3.87519 0.10
H 1.61850 -3.71986 -3.23524 0.09
H 0.11165 -5.65103 -0.44491 0.08
H 1.72156 -5.07625 -0.92279 0.10
H 0.72428 -6.01601 -2.04738 0.09
F 6.45554 0.25179 -1.74171 0.13
C 5.44240 -0.25130 -1.03905 -0.14
C 4.40198 -0.89465 -1.68587 -0.15
F 4.41453 -1.01599 -3.01460 0.13
C 3.35455 -1.40456 -0.94234 -0.25
F 2.36450 -2.01140 -1.61076 0.08
C 3.30235 -1.28953 0.43847 -0.46
Se 1.79419 -1.92523 1.43213 0.92
C 4.35883 -0.64061 1.05713 -0.26
F 4.36144 -0.45919 2.37838 0.09
C 5.42181 -0.12521 0.33742 -0.14
F 6.41264 0.51468 0.95754 0.13
C -3.17621 3.57118 -5.83604 -0.05
C -2.60776 2.34018 -5.18087 -0.24
C -3.21996 1.10933 -5.38611 -0.06
C -2.72861 -0.03552 -4.77454 -0.09
C -1.59720 0.03869 -3.98404 -0.03
C -0.96323 1.26478 -3.77882 -0.23
N 0.12474 1.29857 -2.89000 0.10
C 1.39346 1.78473 -3.15611 -0.18
C 1.75811 2.14754 -4.45865 -0.03
C 3.01184 2.65974 -4.73204 -0.07
C 3.94834 2.82980 -3.71965 -0.08
C 3.60416 2.46378 -2.43293 -0.03
C 2.35169 1.93455 -2.12906 -0.06
C 2.12563 1.53926 -0.70568 -0.52
O 2.86886 1.87487 0.19950 0.09
O 1.07946 0.76573 -0.51264 -0.08
C -1.48572 2.43578 -4.34584 -0.18
C -0.90312 3.78233 -4.01638 -0.03
H -3.95884 3.30251 -6.54399 0.07
H -2.40750 4.12945 -6.37277 0.08
H -3.61059 4.25312 -5.10121 0.08
H -4.09050 1.05166 -6.02854 0.10
H -3.21592 -0.98996 -4.93337 0.10
H -1.20153 -0.84079 -3.49202 0.08
H 0.07581 0.69728 -2.07876 0.11
H 1.04595 2.00212 -5.26047 0.11
H 3.26277 2.92028 -5.75295 0.10
H 4.92934 3.23064 -3.93375 0.10
H 4.30343 2.57863 -1.61457 0.12
H -0.35117 3.74696 -3.07876 0.08
H -1.68969 4.53133 -3.92516 0.08
H -0.20834 4.13042 -4.78504 0.09
F -0.06058 3.60499 6.12962 0.05
C 0.08075 2.83698 5.02721 -0.29
C -0.87045 2.92645 4.03181 -0.01
C -0.71589 2.13126 2.90399 -0.10
C 0.36564 1.26037 2.76872 -0.21
C 1.30072 1.20647 3.80270 -0.10
C 1.16886 1.99352 4.93867 -0.01
H -1.70376 3.60682 4.14524 0.12
H -1.45875 2.20090 2.11727 0.09
H 2.15424 0.54220 3.72550 0.09
H 1.89122 1.96129 5.74298 0.12

=====

[2]
84
Properties=species:S:1:pos:R:3:lowdin_charge:R:1 method="wB97M-V/def2-TZVPD" charge=-1 homo_ev=-4.65
C -0.51446 4.31428 0.23079 -0.14
C 0.41334 4.53728 -0.95505 -0.43
C 1.41572 3.42302 -1.21887 -0.74
I 2.89250 3.42820 0.36198 0.75
Ga 0.72368 1.54454 -1.66668 0.33
N 2.29146 0.52483 -2.17811 -0.10
C -0.45214 1.78886 -3.35113 -0.17
C -1.72148 1.02878 -3.39053 -0.27
C -1.77550 -0.18816 -4.08941 -0.07
C -2.89383 -1.00258 -4.09029 -0.11
C -4.03373 -0.58933 -3.39929 -0.13
C -4.00549 0.62017 -2.71597 -0.06
C -2.87252 1.42582 -2.67972 -0.23
C -2.88639 2.67247 -1.83941 -0.04
C -0.18700 0.52739 -0.18016 -0.19
C 0.03286 0.78936 1.17758 -0.13
C -0.52736 0.00026 2.18141 -0.11
C -1.33579 -1.08143 1.84365 -0.13
C -1.59540 -1.35336 0.50903 -0.11
C -1.02440 -0.55848 -0.48044 -0.10
H -0.00030 4.54078 1.16379 0.05
H -0.85509 3.28023 0.27431 0.04
H -1.39774 4.95288 0.17029 0.07
H -0.17167 4.63924 -1.87694 0.08
H 0.93098 5.49315 -0.81902 0.08
H 2.02669 3.71732 -2.07336 0.01
H 2.08870 -0.46912 -2.19163 -0.05
H 2.56031 0.76011 -3.12865 -0.05
H 0.16519 1.45996 -4.18745 0.05
H -0.61879 2.86194 -3.47439 0.05
H -0.88478 -0.51025 -4.61762 0.11
H -2.88467 -1.94452 -4.62335 0.10
H -4.92356 -1.20781 -3.39707 0.08
H -4.88340 0.94394 -2.16765 0.11
H -2.03781 3.31834 -2.04749 0.05
H -2.85223 2.41985 -0.77834 0.09
H -3.80076 3.24199 -2.01466 0.08
H 0.66966 1.61560 1.46964 0.04
H -0.31118 0.21855 3.22039 0.09
H -1.73009 -1.73006 2.61617 0.09
H -2.20919 -2.20238 0.23793 0.07
H -1.23011 -0.81504 -1.51417 0.08
C 1.33423 -3.37119 1.43494 0.09
C 2.66534 -3.33079 1.26641 -0.22
C 3.45968 -4.52018 0.77316 -0.31
O 4.66321 -4.36976 0.65930 0.10
C 2.75767 -5.74951 0.46633 0.07
C 1.42908 -5.78670 0.62990 -0.23
C 0.63480 -4.59484 1.12628 -0.30
O -0.56912 -4.77237 1.22033 0.08
O 0.67441 -6.84570 0.38398 0.10
O 3.40594 -2.26736 1.51341 0.13
H 0.76359 -2.51548 1.77130 0.11
H 3.32947 -6.59524 0.11176 0.13
H -0.24235 -6.56179 0.58010 0.10
H 4.32133 -2.49588 1.26439 0.12
C -2.14777 -5.00920 -1.48414 0.08
C -3.11271 -4.08455 -1.64586 -0.21
C -4.48065 -4.43716 -2.19641 -0.30
O -5.29671 -3.53992 -2.27177 0.11
C -4.73532 -5.80767 -2.60023 0.07
C -3.76627 -6.71722 -2.44157 -0.24
C -2.41345 -6.37182 -1.85873 -0.31
O -1.63168 -7.30466 -1.75171 0.09
O -3.87777 -7.99876 -2.75944 0.11
O -2.95012 -2.82424 -1.32624 0.08
H -1.17678 -4.76228 -1.07771 0.12
H -5.70625 -6.05012 -3.00811 0.13
H -3.01574 -8.39717 -2.51900 0.11
H -3.75104 -2.31480 -1.56044 0.12
C 4.56788 7.01812 6.00744 0.06
C 3.35303 6.92581 5.44977 -0.24
C 2.98073 5.81996 4.48257 -0.30
O 1.83637 5.84561 4.07241 0.11
C 3.98264 4.83604 4.13026 0.07
C 5.19734 4.93137 4.68732 -0.23
C 5.56192 6.02414 5.66614 -0.32
O 6.69597 5.99903 6.11414 0.09
O 6.19558 4.09442 4.44794 0.12
O 2.35697 7.76401 5.67890 0.11
H 4.83789 7.80114 6.70159 0.13
H 3.71851 4.06045 3.42466 0.09
H 6.94589 4.40800 4.98875 0.11
H 1.61002 7.43168 5.13773 0.12